Computed, not measured: a 10-piece molecular cluster, C54H120F8N10O16S8 overall at a distorted geometry, with ωB97M-V/def2-TZVPD.

Each line ends with the Mulliken charge.
Atoms and positions in Å:
1 C -8.8458 6.7620 10.5726  -1.24
2 C -8.9825 2.7567 21.5202  -0.97
3 O -2.5421 6.3697 11.6846  -0.50
4 H 2.7130 10.4857 9.7983  0.46
5 N -3.8649 10.4078 22.2563  -0.09
6 C -5.7784 6.6135 16.8066  -1.00
7 H -12.6290 1.0270 15.7156  0.08
8 C -8.5541 1.1389 19.6016  -0.32
9 H -10.5324 1.3487 14.9161  -0.41
10 H -6.7824 4.1340 16.2856  -0.41
11 H -10.6498 3.9438 11.4036  -0.68
12 H -10.8442 7.5083 9.8746  0.58
13 H -4.5366 7.0884 21.8316  0.44
14 H -14.8072 1.6550 16.3112  0.41
15 H -12.4018 -1.1395 20.4033  0.43
16 H -14.8496 2.9733 12.8310  0.37
17 H -4.4732 3.3605 14.3992  0.20
18 H -10.0692 1.9267 13.3625  -1.34
19 C -11.6902 0.8650 19.7482  -0.21
20 H -8.6269 2.0428 18.9968  0.23
21 C -5.7697 1.8353 15.2764  -0.56
22 H -3.4949 8.4724 23.1761  0.46
23 C -12.7348 2.5810 13.0125  0.74
24 H -14.0095 -0.5562 12.7073  0.38
25 C -0.1075 9.9141 13.4883  -0.38
26 H 1.3689 8.4240 9.5683  0.27
27 C -0.8484 9.2799 11.1839  -0.41
28 C -3.3122 10.9436 23.5781  -0.85
29 H -6.9089 0.7360 21.0574  0.34
30 C -10.8487 2.0445 20.2530  -0.75
31 C -11.8456 -0.2944 20.8088  -0.94
32 N -10.3524 4.5336 14.5541  0.55
33 H -1.6222 11.6106 12.2422  0.25
34 C -13.3703 0.8304 14.9410  -0.26
35 H -6.0980 3.5062 14.1062  -0.49
36 S -10.1879 3.8520 16.1035  0.26
37 H -12.3863 0.0661 21.6839  0.32
38 N -12.8795 1.1170 13.4713  0.29
39 C -10.4659 -0.7617 21.2674  -0.56
40 C -3.8083 8.3037 16.4695  -0.54
41 C -9.0458 0.2243 13.7668  -1.34
42 H -10.5766 -1.6342 21.9114  0.40
43 C -6.4065 6.2696 14.4766  0.76
44 C -3.9064 5.9794 15.2027  -0.82
45 H 2.0516 11.1416 12.2188  0.47
46 N -5.5143 11.8722 12.2798  -0.58
47 H -11.6439 -0.7005 13.2397  0.37
48 C -3.3364 9.6734 19.8617  -0.34
49 O -11.2591 2.9360 16.5992  -0.33
50 F -5.0712 -1.3672 11.1846  -0.34
51 O -4.1228 -0.3274 12.9593  -0.48
52 H -9.2421 -0.7806 14.1406  0.58
53 H -3.1992 8.0318 17.3316  0.14
54 O -6.4147 -1.3580 13.2661  -0.44
55 S -4.4454 -3.2781 14.3398  1.09
56 H -5.5571 8.6529 17.6745  0.51
57 H -5.0507 9.1545 23.3299  0.51
58 H -2.8604 7.5047 20.3001  0.40
59 H -11.8603 3.0371 13.4766  -0.69
60 H -5.1254 3.9976 16.8735  0.40
61 C -5.2739 8.1186 16.7675  -1.12
62 O -4.0641 10.1943 13.3663  -0.41
63 C -4.2768 8.9540 22.5889  -0.87
64 C -14.5968 1.7280 15.2442  -0.83
65 H -8.9458 5.5354 12.2630  -0.41
66 C -0.6553 9.2315 9.6291  -0.78
67 N -5.4368 5.7573 15.5569  0.42
68 H -13.6671 3.6078 15.5552  0.09
69 S -4.9297 11.1939 10.8668  1.06
70 H -10.9228 6.6047 11.2796  -0.13
71 H -5.0614 6.1603 17.4911  0.52
72 H -8.7337 1.9302 9.1438  0.34
73 H -15.4800 1.3537 14.7267  0.40
74 C 1.5583 10.3890 11.6038  -0.60
75 H -4.1042 7.7604 19.2446  -0.68
76 O -3.9953 6.2135 9.6588  -0.61
77 C -3.4250 7.4463 15.2495  -0.03
78 C -3.7030 8.1830 20.1658  0.62
79 C -5.0831 11.1992 21.8131  -0.70
80 C 0.4979 10.8372 14.5697  -0.37
81 H -8.8663 0.3025 22.4026  0.46
82 S -5.0283 -1.4584 12.8173  1.02
83 H -3.7364 5.3427 14.3345  0.30
84 C -5.9170 13.4572 21.0286  -1.60
85 H 0.5735 9.0632 13.4712  0.38
86 C -10.3127 1.0119 13.9030  2.61
87 S -5.3952 10.6464 13.0891  1.20
88 H -13.7493 -0.1916 14.9406  0.36
89 H -15.4162 3.5396 15.0225  0.46
90 H -3.9381 7.9118 14.4081  -0.40
91 H -11.8133 5.2227 9.5942  0.55
92 C -5.4239 3.2212 14.9139  0.97
93 H -1.2478 8.3666 9.3309  0.53
94 H -10.7137 2.8072 19.4861  0.41
95 H -2.4847 11.4270 20.9232  0.48
96 N 0.0468 10.3040 11.9998  0.42
97 C -0.6315 11.6856 11.7938  -1.03
98 H -8.4643 2.2522 11.1590  0.89
99 C -7.1597 0.5319 20.0165  -0.72
100 C -11.5047 0.3770 13.1522  -1.14
101 O -6.4983 9.6546 12.9741  -0.55
102 C -13.9964 3.4059 13.3536  -0.97
103 C -4.7895 12.4996 21.0396  -0.15
104 H -7.2415 5.5583 11.5970  0.06
105 H -5.6799 11.2394 22.7243  0.53
106 O -9.3389 4.5588 17.0608  -0.54
107 F -9.0377 2.7958 15.7510  -0.05
108 O -5.7581 10.2302 10.1802  -0.56
109 H -6.1723 7.3009 14.2126  0.31
110 H -8.7595 3.3074 12.6655  -0.46
111 O -3.7378 3.2521 9.9845  -0.60
112 H -1.9816 9.9155 21.6744  0.67
113 H -0.5659 8.2696 11.4802  0.54
114 C -7.7499 3.9504 9.4027  -0.03
115 C -6.7273 1.9602 8.2513  -1.38
116 H -5.9673 8.5815 16.0654  0.51
117 H -4.1192 10.2219 19.3379  0.19
118 H -12.5533 2.5535 11.9381  0.44
119 H -7.4540 6.1300 14.7437  -0.48
120 H -7.7190 4.8590 8.8015  0.69
121 F -5.2980 12.3921 9.9368  -0.31
122 H -5.0076 0.5002 19.4531  0.46
123 H -8.3496 0.5637 14.5337  -0.03
124 H -11.5486 0.5790 12.0819  0.45
125 H 0.5899 10.9794 16.7888  0.37
126 H -14.8824 0.9741 12.5643  0.51
127 H -0.0759 9.4424 16.1985  0.23
128 C -13.9125 0.4943 12.4331  -1.07
129 C -8.2321 3.1550 11.7238  0.07
130 H -7.2821 -0.5512 20.0253  0.45
131 H 0.8922 9.4615 8.2299  0.44
132 C -10.4169 6.6070 10.3142  -0.26
133 C -2.8052 10.4129 21.1621  -1.25
134 H -6.7191 4.0569 9.7405  -0.21
135 O -5.5090 -4.1785 14.8065  -0.68
136 C -9.7870 0.4970 21.8526  -0.76
137 H -2.7571 11.8476 23.3280  0.40
138 H -4.3316 12.1830 20.1026  0.35
139 H -12.6874 1.2275 19.4985  0.50
140 O -3.4911 11.2277 10.6593  -0.52
141 H -3.6458 9.3668 16.2924  0.47
142 C -5.7354 4.2542 16.0074  -0.33
143 H -8.0259 2.6279 22.0266  0.39
144 H -2.4294 9.5694 19.2662  0.51
145 F -4.7566 7.2164 11.5630  -0.09
146 H -9.8549 -1.1322 20.4443  0.29
147 N -4.6674 4.8381 11.8081  0.18
148 H -2.6832 10.2216 24.0989  0.40
149 C -8.0554 2.6119 8.6306  -0.63
150 H -5.7003 8.1161 21.1429  0.35
151 H -5.8046 2.0851 19.5143  0.35
152 H -8.5596 6.7183 9.5218  0.24
153 S -3.7966 3.6359 11.3747  0.79
154 H -5.6951 14.3435 20.4341  0.40
155 H -5.6891 1.1096 14.4671  0.13
156 H -0.6356 12.0163 10.7552  0.44
157 H -6.6289 1.1747 7.5021  0.42
158 H -6.0344 2.6822 7.8193  0.34
159 H -8.5546 7.7750 10.8503  0.61
160 H 1.5761 9.6857 15.9808  0.41
161 C -4.6386 8.0782 21.3865  -0.92
162 H -10.3519 3.0621 9.9556  0.70
163 F -11.3245 6.2444 13.5121  -0.33
164 H -6.2305 1.6209 9.1603  0.30
165 O -3.9948 -2.3354 15.2771  -0.55
166 H -11.1800 0.5542 18.8365  0.09
167 H -5.2328 1.6223 16.2008  0.42
168 H -6.8167 13.1158 20.5166  0.38
169 H -2.3796 7.5627 14.9634  0.64
170 H -1.0759 10.1055 9.1319  0.26
171 O -2.6139 3.1799 12.1712  -0.69
172 H -4.1042 11.1809 24.2885  0.37
173 C -14.3947 3.1985 14.8544  -0.40
174 H -1.1549 9.7175 13.7172  0.34
175 H -11.2664 2.5484 21.1246  0.42
176 C -10.7247 5.2186 9.6489  -1.41
177 H -6.8268 6.5338 17.0940  0.59
178 H 1.4247 11.3643 14.3436  0.24
179 F -3.2400 -4.3131 14.3134  -0.31
180 H -1.9100 9.4129 11.3920  -0.05
181 O -9.6124 6.7102 15.1627  -0.56
182 H -8.7496 2.8684 7.8304  0.46
183 H 1.4419 11.4420 9.5478  0.36
184 H -6.0532 0.9885 18.1648  0.16
185 S -10.7348 5.8788 14.9716  0.48
186 N -9.4718 1.5183 20.8076  0.05
187 H -10.4674 0.9946 22.5437  0.50
188 H -13.8542 4.4411 13.0433  0.46
189 H -6.8235 1.7655 15.5464  -0.30
190 C -10.1390 4.0134 10.4433  0.38
191 H -6.2962 13.8674 21.9646  0.37
192 H -9.5801 2.9791 22.4043  0.50
193 H -5.7736 10.6103 21.2094  0.42
194 F -5.6590 11.4696 14.3995  -0.37
195 C 1.6417 10.4699 9.9986  -0.85
196 S -3.8271 6.0389 11.0680  0.69
197 H 1.9826 9.4098 11.8258  0.36
198 O -11.9681 6.1204 15.7345  -0.65
199 H -4.0124 13.0510 21.5689  0.27
200 C 0.8440 9.3444 9.3126  -0.73
201 C -8.3093 5.5706 11.3788  0.71
202 H -6.0963 5.6696 13.6211  -0.21
203 H -13.6157 0.6307 11.3932  0.35
204 H -3.4335 5.3966 15.9932  0.34
205 H -9.0892 0.4379 18.9610  0.41
206 H -7.1594 3.2596 11.8861  -0.62
207 C -5.9341 1.0363 19.2472  -1.33
208 H -8.6131 0.1902 12.7670  0.37
209 H -8.7356 3.5870 20.8587  0.35
210 N -8.6184 4.2360 10.6862  0.75
211 F -4.7952 2.4354 11.9434  -0.14
212 H -0.2490 11.6240 14.6757  0.36
213 N -4.3434 -3.0415 12.8495  -0.38
214 H -10.4695 5.1700 8.5903  0.37
215 H 0.0805 12.3777 12.2433  0.46
216 C 0.6374 10.2397 15.9897  -1.35

As for the relative energy (zero: lowest compared OMol25 entry of this formula, charge and spin): 0.0 kJ/mol. As for the charge: +2. The calculation puts the strongest force on any atom at 10.638 eV/A. The calculation puts the HOMO-LUMO gap at 6.41 eV.